[1]
The following is a quantum chemistry calculation of 2 unconnected molecules or ions with the total composition C9H23NSi, from the Open Molecules 2025 dataset.

Each line ends with the Mulliken charge.
Geometry (Å):
C (-0.45, 2.69, -0.34)  -1.264
C (-1.34, -1.46, -1.90)  -1.252
C (-2.79, -0.90, 1.45)  -1.387
C (2.76, 0.64, 1.66)  -1.149
C (2.45, -2.04, -0.11)  -1.101
C (-1.14, 1.63, 0.51)  -0.705
C (-1.52, -0.03, -1.38)  -0.517
C (-1.30, -0.83, 1.06)  -0.853
C (-0.99, 0.21, 0.00)  0.965
N (2.84, 0.59, -1.25)  -0.429
Si (2.08, -0.20, 0.10)  0.299
H (-0.52, 3.66, 0.15)  0.398
H (-0.91, 2.78, -1.32)  0.377
H (0.60, 2.43, -0.46)  0.110
H (-1.66, -1.52, -2.93)  0.413
H (-1.94, -2.16, -1.32)  0.306
H (-0.30, -1.75, -1.83)  0.160
H (-2.95, -1.73, 2.13)  0.396
H (-3.41, -1.05, 0.57)  0.320
H (-3.10, 0.01, 1.95)  0.334
H (2.96, -0.08, 2.44)  0.330
H (3.68, 1.17, 1.43)  0.380
H (2.06, 1.37, 2.06)  0.314
H (3.50, -2.19, -0.33)  0.378
H (2.21, -2.60, 0.79)  0.284
H (1.89, -2.47, -0.93)  0.302
H (-0.74, 1.68, 1.52)  0.365
H (-2.21, 1.89, 0.57)  0.365
H (-1.02, 0.65, -2.08)  0.319
H (-2.59, 0.22, -1.41)  0.360
H (-0.73, -0.60, 1.96)  0.392
H (-0.99, -1.82, 0.71)  0.369
H (2.85, 1.60, -1.29)  0.212
H (2.70, 0.21, -2.17)  0.208

Calculated values
Kohn-Sham gap (alpha / beta)	6.09 / 9.71	eV
ΔE to the lowest compared entry with this formula, charge and spin	0.0	kJ/mol
spin multiplicity	3
⟨S²⟩	2.00


[2]
The following is a quantum chemistry calculation of a molecular structure, C26H24IrN7O4, from the Open Molecules 2025 dataset.

Each line ends with the Mulliken charge.
Geometry (Å):
Ir (0.60, 0.58, 0.03)  1.255
O (2.61, -2.67, 1.27)  -0.691
C (1.86, -1.72, 1.15)  -0.107
N (1.25, -1.30, 0.03)  0.001
C (1.57, -1.86, -1.26)  -1.178
C (0.89, -1.04, -2.33)  0.822
C (0.72, -1.51, -3.62)  -0.889
C (0.10, -0.71, -4.56)  -0.412
C (-0.33, 0.56, -4.20)  -0.896
C (-0.14, 0.97, -2.90)  -0.142
N (0.45, 0.19, -1.98)  0.166
C (1.50, -0.85, 2.34)  0.723
C (1.78, -1.25, 3.63)  -0.889
C (1.42, -0.42, 4.68)  -0.564
C (0.79, 0.78, 4.41)  -0.759
C (0.54, 1.13, 3.09)  -0.100
N (0.90, 0.33, 2.07)  0.016
H (1.26, -2.91, -1.34)  0.590
H (2.65, -1.85, -1.43)  0.312
H (1.06, -2.50, -3.87)  0.564
H (-0.04, -1.07, -5.57)  0.462
H (-0.81, 1.22, -4.91)  0.507
H (-0.47, 1.94, -2.56)  0.398
H (2.27, -2.21, 3.77)  0.577
H (1.62, -0.72, 5.70)  0.482
H (0.49, 1.46, 5.20)  0.501
H (0.06, 2.06, 2.83)  0.358
O (-4.27, -5.47, -0.35)  -0.448
C (-4.27, -4.42, -1.18)  0.530
O (-4.81, -4.45, -2.24)  -0.497
C (-3.52, -3.18, -0.72)  0.751
C (-3.96, -1.96, -1.23)  -1.387
C (-3.28, -0.80, -0.92)  -0.310
C (-2.15, -0.86, -0.11)  0.261
C (-1.70, -2.07, 0.39)  0.002
C (-2.40, -3.23, 0.09)  -1.139
N (-1.43, 0.34, 0.18)  0.094
C (-2.09, 1.43, 0.38)  -0.463
C (-1.37, 2.69, 0.41)  0.641
C (-1.96, 3.92, 0.66)  -0.888
C (-1.17, 5.06, 0.60)  -0.512
C (0.18, 4.93, 0.30)  -0.733
C (0.71, 3.66, 0.07)  -0.371
N (-0.05, 2.57, 0.13)  0.560
H (-3.92, -5.26, 0.52)  0.325
H (-4.81, -1.95, -1.90)  0.453
H (-3.61, 0.13, -1.36)  0.611
H (-0.82, -2.11, 1.01)  0.212
H (-2.03, -4.17, 0.48)  0.392
H (-3.17, 1.41, 0.50)  0.688
H (-3.02, 3.98, 0.88)  0.558
H (-1.60, 6.03, 0.79)  0.484
H (0.82, 5.79, 0.23)  0.481
H (1.75, 3.51, -0.18)  0.491
N (4.82, 0.80, -0.58)  -0.425
C (3.73, 0.98, 0.17)  0.787
N (3.88, 1.14, 1.50)  -0.272
O (2.60, 1.03, -0.40)  -0.735
H (5.75, 0.84, -0.20)  0.184
H (4.70, 0.70, -1.57)  0.250
H (4.78, 1.08, 1.94)  0.208
H (3.07, 1.33, 2.07)  0.109

Calculated values
total charge	+2
Kohn-Sham gap	7.14	eV
ΔE to the lowest compared entry with this formula, charge and spin	1.4	kJ/mol


[3]
The following is a quantum chemistry calculation of 2 unconnected molecules or ions with the total composition C23H45FIN2O3, from the Open Molecules 2025 dataset.

Each line ends with the Mulliken charge.
Geometry (Å):
C (2.71, -2.33, 1.12)  -0.965
C (1.59, -2.72, 0.16)  -0.763
C (0.60, -1.60, -0.20)  -0.049
C (-0.53, -1.43, 0.82)  -0.232
C (-0.22, -0.62, 2.12)  0.293
C (0.33, 0.81, 1.89)  0.880
C (1.83, 1.04, 2.17)  -1.568
C (2.63, 1.60, 0.98)  -0.375
C (1.92, 2.73, 0.21)  -1.597
N (1.11, 3.57, 1.10)  0.469
C (1.92, 4.48, 1.93)  -1.210
C (0.01, 4.15, 0.48)  0.645
C (-0.92, 4.90, 1.40)  -1.303
O (-0.21, 4.04, -0.71)  -0.593
C (-1.63, -0.49, 2.67)  -1.574
N (-2.48, -0.09, 1.51)  0.532
C (-3.94, -0.34, 1.73)  -1.044
C (-4.67, 0.71, 2.59)  -0.183
C (-3.85, 1.88, 3.14)  -1.335
I (-6.36, 1.47, 1.49)  0.150
C (-1.93, -0.94, 0.35)  -0.740
C (-2.14, -0.31, -1.04)  0.073
C (-1.16, 0.71, -1.56)  -0.221
F (-3.43, 0.25, -1.00)  -0.399
H (3.05, -1.31, 0.91)  0.101
H (2.39, -2.35, 2.16)  0.228
H (3.56, -3.00, 1.03)  0.497
H (2.06, -3.02, -0.78)  0.230
H (1.03, -3.57, 0.58)  0.367
H (1.16, -0.67, -0.26)  -0.240
H (0.21, -1.77, -1.21)  0.268
H (-0.75, -2.45, 1.17)  0.882
H (0.38, -1.24, 2.79)  0.973
H (0.10, 1.10, 0.87)  -1.546
H (-0.23, 1.49, 2.53)  0.657
H (1.95, 1.70, 3.02)  0.440
H (2.29, 0.09, 2.46)  0.522
H (2.81, 0.79, 0.26)  0.176
H (3.62, 1.91, 1.32)  0.657
H (1.30, 2.32, -0.58)  0.339
H (2.67, 3.35, -0.30)  0.667
H (1.88, 5.51, 1.55)  0.402
H (1.56, 4.49, 2.96)  0.329
H (2.95, 4.14, 1.92)  0.423
H (-0.45, 5.83, 1.74)  0.379
H (-1.20, 4.30, 2.26)  0.267
H (-1.81, 5.17, 0.83)  0.376
H (-1.98, -1.45, 3.05)  0.495
H (-1.73, 0.22, 3.49)  0.532
H (-2.31, 0.88, 1.23)  0.343
H (-4.42, -0.43, 0.77)  0.628
H (-4.00, -1.32, 2.21)  0.224
H (-5.13, 0.20, 3.43)  0.476
H (-3.07, 2.23, 2.46)  0.263
H (-3.36, 1.58, 4.07)  0.322
H (-4.49, 2.72, 3.39)  0.525
H (-2.57, -1.82, 0.35)  0.270
H (-2.20, -1.15, -1.73)  0.436
H (-1.66, 1.59, -1.96)  0.429
H (-0.43, 1.05, -0.84)  -0.417
H (-0.60, 0.26, -2.38)  0.215
O (0.89, -1.16, -3.72)  -0.513
C (1.20, -2.14, -4.35)  0.914
O (1.28, -3.31, -3.70)  -0.367
C (1.49, -4.57, -4.36)  -0.456
C (2.96, -4.85, -4.62)  -0.987
C (1.55, -2.07, -5.82)  -1.315
H (0.90, -4.61, -5.28)  0.384
H (1.07, -5.31, -3.68)  0.347
H (3.40, -4.11, -5.29)  0.276
H (3.08, -5.83, -5.06)  0.378
H (3.51, -4.82, -3.68)  0.292
H (2.60, -1.81, -5.90)  0.304
H (0.96, -1.27, -6.27)  0.346
H (1.37, -2.99, -6.37)  0.369

Calculated values
total charge	+1
Kohn-Sham gap	9.55	eV


[4]
The following is a quantum chemistry calculation of a molecular structure, C31H27Cl3F3LiN4O8P2S2, from the Open Molecules 2025 dataset.

Each line ends with the Mulliken charge.
Geometry (Å):
Li (1.46, 2.28, -1.23)  0.664
O (4.50, 1.82, -0.10)  -0.430
P (3.94, 3.05, -1.01)  0.851
O (5.06, 3.98, -1.33)  -0.863
O (3.14, 2.40, -2.11)  -0.936
O (2.85, 3.70, 0.00)  0.162
P (1.95, 5.17, -0.36)  -0.381
O (1.90, 4.71, -2.94)  -0.472
O (0.83, 5.06, 0.65)  -0.579
O (1.15, 4.50, -1.73)  -0.102
H (5.13, 2.18, 0.52)  0.235
H (2.45, 3.90, -2.95)  0.390
C (-2.71, 5.46, 1.80)  -1.457
C (-2.66, 3.98, 1.57)  0.974
C (-3.55, 3.10, 2.13)  -1.040
C (-3.41, 1.72, 1.78)  1.042
N (-2.47, 1.22, 1.05)  -0.485
C (-1.44, 2.11, 0.52)  1.574
S (-1.13, 1.84, -1.25)  -0.342
N (-1.73, 3.55, 0.73)  0.094
C (-4.45, 0.75, 2.29)  -1.447
H (-2.99, 5.67, 2.83)  0.383
H (-3.45, 5.92, 1.14)  0.258
H (-1.73, 5.91, 1.58)  0.303
H (-4.33, 3.44, 2.80)  0.331
H (-0.97, 4.18, 0.44)  0.041
H (-4.68, 0.95, 3.34)  0.422
H (-4.09, -0.27, 2.18)  0.274
H (-5.37, 0.86, 1.72)  0.226
Cl (-5.14, 0.27, -2.01)  -0.269
C (-3.82, -0.85, -1.91)  0.307
C (-3.91, -1.94, -1.07)  -1.011
C (-2.85, -2.83, -1.03)  -0.321
C (-1.69, -2.65, -1.79)  0.204
C (-0.60, -3.69, -1.61)  -0.460
C (0.45, -3.31, -0.57)  -1.788
N (1.17, -2.10, -0.85)  0.297
C (2.33, -1.97, -1.58)  -0.661
C (2.64, -0.64, -1.57)  -0.749
N (1.70, 0.04, -0.84)  0.598
C (0.84, -0.85, -0.43)  -0.579
O (0.10, -4.05, -2.79)  -0.268
C (-0.73, -4.49, -3.83)  -0.841
C (-1.53, -5.72, -3.47)  0.087
C (-1.00, -6.95, -3.22)  0.627
Cl (0.66, -7.39, -3.34)  -0.216
S (-2.18, -8.11, -2.76)  -0.208
C (-3.43, -6.94, -2.89)  -0.454
C (-2.94, -5.73, -3.26)  -0.551
C (-1.63, -1.52, -2.60)  1.462
Cl (-0.24, -1.13, -3.57)  -0.129
C (-2.69, -0.61, -2.66)  -0.884
H (-4.79, -2.10, -0.47)  0.466
H (-2.91, -3.70, -0.38)  0.438
H (-1.11, -4.58, -1.22)  0.455
H (1.16, -4.13, -0.49)  0.503
H (-0.06, -3.19, 0.40)  0.461
H (2.79, -2.82, -2.06)  0.385
H (3.46, -0.12, -2.02)  0.532
H (-0.05, -0.65, 0.16)  0.308
H (-0.07, -4.70, -4.67)  0.580
H (-1.42, -3.70, -4.13)  0.309
H (-4.44, -7.22, -2.67)  0.432
H (-3.55, -4.85, -3.39)  0.408
H (-2.60, 0.27, -3.28)  0.411
F (5.34, 1.88, 6.29)  -0.275
C (5.45, 1.12, 5.17)  0.937
F (5.68, -0.14, 5.60)  -0.291
F (6.59, 1.54, 4.56)  -0.276
C (4.26, 1.23, 4.28)  0.521
C (3.21, 0.33, 4.43)  -0.791
C (2.08, 0.46, 3.65)  -0.695
C (1.97, 1.50, 2.72)  0.054
C (3.04, 2.39, 2.57)  -0.486
C (4.17, 2.26, 3.35)  -0.987
C (0.80, 1.67, 1.93)  0.365
C (-0.20, 1.85, 1.28)  -1.839
H (3.29, -0.48, 5.15)  0.385
H (1.25, -0.24, 3.75)  0.497
H (2.95, 3.17, 1.82)  0.839
H (4.99, 2.95, 3.23)  0.473

Calculated values
total charge	-2
Kohn-Sham gap	4.56	eV
ΔE to the lowest compared entry with this formula, charge and spin	556.0	kJ/mol


[5]
The following is a quantum chemistry calculation of C20H17N3O4 in the gas phase, from the Open Molecules 2025 dataset.

Each line ends with the Mulliken charge.
Geometry (Å):
O (0.91, -0.02, -2.42)  -0.613
C (1.54, 0.47, -1.53)  0.376
O (2.82, 0.19, -1.27)  -0.389
C (3.41, -0.85, -2.03)  -0.530
C (3.13, -2.17, -1.42)  0.629
N (3.77, -3.28, -1.62)  -0.667
N (3.16, -4.22, -0.87)  -0.289
C (2.17, -3.65, -0.25)  0.424
C (1.25, -4.26, 0.67)  0.189
C (0.26, -3.50, 1.30)  -0.252
C (-0.61, -4.10, 2.18)  -0.571
C (-0.52, -5.46, 2.44)  -0.400
C (0.46, -6.22, 1.81)  -0.558
C (1.34, -5.62, 0.93)  -0.526
H (2.11, -6.19, 0.43)  0.486
H (0.53, -7.28, 2.01)  0.395
H (-1.20, -5.93, 3.13)  0.389
H (-1.37, -3.51, 2.67)  0.424
H (0.19, -2.44, 1.10)  0.466
O (2.10, -2.32, -0.56)  -0.085
H (3.01, -0.82, -3.06)  0.301
H (4.49, -0.67, -2.05)  0.365
C (0.99, 1.45, -0.51)  0.430
H (1.81, 2.00, -0.06)  0.431
C (-0.07, 2.39, -1.11)  -1.172
N (-1.00, 2.62, -0.02)  0.226
C (-0.91, 1.67, 0.96)  0.209
O (-1.59, 1.58, 1.95)  -0.662
C (0.19, 0.70, 0.56)  -0.651
H (-0.29, -0.19, 0.14)  0.234
H (0.79, 0.40, 1.42)  0.477
C (-1.92, 3.67, -0.07)  0.558
C (-2.52, 4.16, 1.09)  -0.456
C (-3.42, 5.21, 1.03)  -0.618
C (-3.72, 5.80, -0.19)  -0.439
C (-3.13, 5.32, -1.34)  -0.718
C (-2.24, 4.27, -1.29)  -0.186
H (-1.80, 3.91, -2.21)  0.368
H (-3.36, 5.77, -2.30)  0.367
H (-4.42, 6.62, -0.23)  0.382
H (-3.87, 5.57, 1.94)  0.368
H (-2.29, 3.70, 2.04)  0.403
H (-0.56, 1.89, -1.95)  0.388
H (0.36, 3.33, -1.45)  0.499

Calculated values
Kohn-Sham gap	9.00	eV
ΔE to the lowest compared entry with this formula, charge and spin	61.3	kJ/mol


no.,F_max (eV/A)
1,2.55
2,0.27
3,1.04
4,0.68
5,1.69